# 1
{"formula": "C44H25F5GeN4O14S2Ta", "method": "ωB97M-V with the def2-TZVPD basis set", "symbols": ["Ge", "O", "O", "H", "O", "C", "C", "C", "C", "C", "C", "C", "C", "O", "O", "C", "H", "H", "C", "C", "H", "C", "C", "H", "H", "C", "O", "H", "H", "H", "H", "H", "C", "Ta", "H", "C", "C", "F", "C", "H", "O", "O", "C", "C", "C", "C", "O", "H", "C", "C", "H", "N", "C", "C", "C", "N", "C", "C", "C", "C", "C", "C", "O", "H", "C", "C", "H", "C", "C", "H", "H", "S", "H", "O", "C", "F", "C", "C", "C", "C", "N", "H", "O", "N", "C", "H", "O", "H", "F", "H", "S", "H", "O", "F", "F", "C"], "coordinates": [[-0.334384, 2.460966, 1.553330], [6.935314, -1.020909, 4.115870], [0.904403, -3.811455, -3.256995], [3.597115, -6.002020, -2.889553], [2.895071, -0.599389, -0.219564], [2.442672, -0.133141, 2.454820], [-2.804067, -0.739729, 3.124983], [2.365750, -5.593852, 0.836273], [-2.626234, 2.282936, -2.360346], [0.167609, 1.762349, -2.622537], [-1.249421, 3.951745, 0.767490], [4.848043, -0.484553, 2.577649], [3.082644, -6.696638, 0.432716], [5.669604, -1.541610, 5.804156], [3.086063, -2.776532, -2.995794], [-4.141896, 1.242035, 2.692120], [-2.204248, 7.153203, 1.419159], [0.176861, 3.242531, -1.135101], [0.022158, 2.259990, -4.942673], [-0.243942, 2.232889, -1.269002], [-0.722587, 5.374911, 2.277342], [3.736689, -0.103909, 1.862056], [2.503455, -4.832650, -1.426182], [1.259298, 2.788821, 3.577200], [-4.861235, -0.624949, 3.492707], [0.603085, 0.493241, -2.949929], [0.958062, -0.367948, -2.025815], [-4.115833, 5.343277, -2.569557], [-2.656777, -1.743301, 3.484863], [3.386932, -1.222862, 5.551523], [2.111903, -5.369952, 1.863378], [-0.699391, -0.528915, 2.654991], [0.784093, 0.079656, -4.247093], [0.944498, -0.550157, -0.108336], [5.854498, -0.462353, 2.186929], [-3.457967, 3.282093, -2.780550], [3.236336, -5.921231, -1.874690], [-4.428537, -1.898922, -3.255551], [-1.926185, -1.881668, -0.573709], [-5.064895, 1.771167, 2.747448], [0.325364, 1.505873, -0.106457], [-0.190826, 2.691288, -7.148869], [0.459669, 0.974111, -5.276034], [3.466292, -0.960484, 4.518063], [-2.021402, 3.706359, -0.394320], [-0.133468, 2.670235, -3.650116], [-0.996310, -1.049012, -0.131763], [1.266108, 4.211505, 2.542792], [-3.382188, -3.857027, -0.407358], [-1.807746, 2.378111, -1.117458], [-4.032502, 3.140570, -3.676239], [-0.229039, 3.188405, -6.040345], [3.781311, 0.215903, 0.408333], [-3.756078, -2.316284, -2.169460], [1.502082, -3.363718, 0.090187], [1.043180, -0.525631, 4.478582], [-3.525230, 4.509653, -2.168255], [-2.837223, 4.730873, -0.912475], [3.463870, -6.890763, -0.894162], [-4.159975, -3.430279, -1.465661], [-2.336497, -3.056459, 0.058888], [2.350237, -0.534402, 3.776649], [4.404709, 1.072658, -0.167323], [2.215999, 2.816208, 2.035859], [-1.651010, -0.025022, 2.667863], [1.292192, 3.111289, 2.537578], [3.276864, -7.445842, 1.198768], [-2.181688, 6.191904, 0.890093], [4.673541, -0.947653, 3.860344], [-2.546167, 1.394561, -2.993363], [-0.517294, 3.678939, -3.450629], [1.976484, -3.453540, -2.430118], [-3.112525, 2.925138, 1.978952], [0.593269, 0.569297, 4.743879], [-2.935758, 5.976001, -0.239818], [-5.272740, -4.087940, -1.903589], [-1.752263, 1.300337, 2.245127], [-2.660884, -1.604720, -1.772109], [-4.031337, -0.076814, 3.117031], [-3.037822, 1.922512, 2.266366], [5.852074, -1.193653, 4.666691], [3.958342, -7.843909, -1.155341], [0.478081, -1.557581, 4.780673], [1.396279, -2.613923, -0.994027], [2.079067, -4.689564, -0.137026], [0.570625, 0.661862, -6.284942], [1.333256, 0.201465, 1.770223], [-2.103531, 1.507906, -0.465392], [-3.661880, -5.019151, 0.166264], [-3.608977, 6.686468, -0.620144], [1.166452, -2.732079, 1.627429], [1.182688, -0.925640, -4.442584], [-0.389483, 4.366677, -5.754573], [-2.318349, -0.562180, -2.532117], [-1.626779, -3.540728, 1.126852], [-1.325577, 5.184741, 1.374544]], "forces_ev_per_a": [[1.3401, -0.4596, 0.5744], [-0.4626, -0.2464, 0.7464], [-1.7599, -0.4131, -1.0047], [-0.0725, -0.0920, -0.0132], [0.2337, 0.7835, 0.0607], [-0.0530, 0.1405, -0.2777], [1.1332, 1.8144, -0.8330], [0.4457, -0.1429, 0.2465], [0.0384, -0.4396, -0.5675], [-0.7167, 0.7405, -0.4843], [-0.7724, -0.1454, -1.1072], [-0.1686, -0.0121, -0.3660], [-0.2260, -0.9456, 0.5006], [0.4224, -0.2005, 0.6608], [0.4739, 0.4640, -0.0360], [0.0961, -0.4605, 0.2899], [-0.1132, -0.4373, -0.2836], [-0.1428, -0.3259, -0.2366], [0.2797, -0.7580, -0.5744], [0.5207, 0.3093, 0.4936], [-0.3719, 0.0288, -0.4709], [-0.4111, 0.0743, 0.2650], [0.2663, -0.2081, -1.4738], [0.1287, -0.2791, -0.1310], [-0.8013, -0.1404, 0.1570], [0.4413, 0.5128, 0.0283], [-0.2663, -0.1471, 1.3346], [0.1970, -0.5234, 0.0824], [-0.2447, -0.2018, 0.0296], [-0.0347, -0.2125, 0.3099], [-0.0803, -0.2597, 0.0390], [-0.0321, -0.0822, 0.0149], [-0.2603, 0.5559, -1.9359], [-0.4933, -1.4159, -0.0936], [-0.0924, 0.1068, -0.2504], [0.2208, -0.2220, -0.4049], [-0.4574, -0.0024, 0.8679], [0.1467, -0.3010, 0.4169], [-1.3659, -0.2712, -1.2105], [-0.6781, 0.1008, -0.0221], [-0.5943, -0.0211, -0.3441], [-0.3342, 0.8644, -0.2475], [0.2212, -0.5893, 1.4357], [-1.1803, 0.5548, -1.3017], [0.1080, 0.2048, 0.4393], [0.1131, 0.0373, 0.6812], [1.2349, 0.0309, 0.0743], [-0.0990, -0.3056, -0.1360], [-0.2995, 0.3605, -0.1411], [-0.1857, -0.0285, 0.6643], [-0.1112, -0.1700, -0.3444], [0.4153, -0.0982, 0.4073], [-0.3497, 0.5306, -0.7832], [-0.3793, 0.2151, -0.5243], [0.0979, 0.2008, -0.4506], [-0.5159, 0.3425, 0.2295], [-0.3294, 1.1586, 1.0928], [0.0943, -0.1886, -0.4421], [0.5524, -0.7310, -0.2804], [-0.8623, -0.5359, -0.6934], [0.9232, -0.6972, 0.7808], [0.6487, -0.7541, 1.1234], [-0.2523, -0.9386, 0.8146], [-0.1782, -0.1849, 0.0994], [-1.0997, -0.2678, 0.3431], [-0.8177, 0.2340, -0.3504], [0.2373, -0.0427, -0.4022], [0.3058, 0.3171, 0.3692], [-0.2149, 0.5829, 0.7258], [-0.0566, 0.4700, 0.5264], [0.3075, -0.4763, -0.0154], [0.9788, 0.5042, 2.7033], [-0.2779, 1.3234, -0.3989], [0.2198, 0.4233, -0.1607], [0.9840, -1.6015, 0.4804], [1.1878, 0.3045, 0.6581], [-0.7077, 0.1145, 0.0088], [0.9497, 0.3413, 1.1296], [0.9794, -0.6244, 0.1347], [1.7151, -1.3806, 0.2492], [0.9225, -0.0490, -0.9306], [-0.1659, 0.7548, 0.1188], [0.7445, -0.2813, -0.4190], [-0.4080, -0.3679, 0.6467], [-0.2077, 1.0211, 0.0550], [0.0434, 0.0453, -0.6512], [0.5593, 0.0627, -0.3382], [0.1501, 0.6346, -0.2971], [0.0380, -0.0781, 0.3642], [-0.6497, 1.0006, -0.4183], [-0.0234, 0.3939, -1.1902], [-0.2735, 0.5657, 0.0729], [-0.1690, -0.5006, -0.5928], [0.3183, 0.0035, 0.1696], [-0.8391, 0.5384, -0.8163], [0.2247, 0.4913, 0.7308]], "lowdin_charge": [1.114, 0.081, -0.243, 0.126, -0.191, -0.314, -0.033, -0.022, -0.029, -0.095, -0.257, 0.092, -0.053, 0.097, -0.247, -0.073, 0.113, 0.157, -0.144, -0.216, 0.105, -0.044, -0.206, 0.018, 0.096, -0.319, -0.217, 0.118, 0.106, 0.138, 0.110, 0.044, 0.050, 1.927, 0.145, -0.088, -0.007, 0.125, -0.207, 0.102, -0.365, 0.077, 0.045, 0.112, -0.132, 0.052, -0.222, 0.021, -0.145, -0.169, 0.111, -0.349, -0.473, -0.141, -0.729, -0.343, -0.011, -0.150, -0.048, -0.109, -0.104, -0.080, 0.156, 0.031, -0.104, -0.136, 0.116, -0.063, -0.137, 0.111, 0.149, 0.683, 0.075, 0.100, -0.012, 0.105, -0.231, -0.113, -0.066, -0.096, -0.352, 0.121, 0.096, -0.191, -0.243, 0.112, -0.328, 0.153, 0.135, 0.099, 0.863, 0.132, 0.076, 0.105, 0.040, -0.091], "homo_lumo_gap_ev": [6.44, 8.08], "total_energy_ev": -173978.744, "mol_weight_g_mol": 1246.38, "spin_multiplicity": 2, "total_charge": 0, "max_force_ev_per_a": 2.919}

---

# 2
{"formula": "C44H26BrClCrF4IN2OP", "method": "ωB97M-V with the def2-TZVPD basis set", "symbols": ["H", "H", "C", "Br", "H", "C", "H", "C", "H", "C", "C", "C", "H", "C", "H", "H", "H", "C", "H", "F", "C", "I", "C", "C", "C", "C", "C", "F", "C", "N", "C", "H", "C", "C", "C", "H", "H", "C", "F", "H", "C", "C", "C", "H", "C", "C", "P", "C", "F", "C", "N", "H", "C", "H", "H", "C", "H", "C", "C", "C", "C", "C", "C", "H", "O", "C", "Cr", "C", "C", "C", "Cl", "C", "H", "C", "H", "H", "C", "C", "H", "C", "H", "H"], "coordinates": [[-4.623831, -1.516452, 0.975658], [1.785832, -3.321799, 3.365606], [2.451818, -2.554473, -0.389799], [2.232477, 3.357195, 0.274782], [-1.290641, 2.987934, 0.289196], [-2.455402, 3.867301, 1.859816], [0.183506, -2.685126, -6.579649], [2.703040, 0.006645, -1.340176], [-0.977261, -2.367727, -2.512359], [0.032119, -2.119638, -0.264162], [0.483931, -0.761931, -5.683637], [-2.159654, -1.279864, -0.014764], [-2.362359, -2.389718, 3.715279], [-1.018252, 2.238577, 3.587692], [-1.147775, -3.810285, 0.358481], [2.791929, 1.015979, -1.725073], [-3.012868, 4.501611, 1.187262], [-1.973578, 3.104691, 4.083536], [-6.222553, 2.093525, -0.647342], [1.606549, 0.385294, 4.514949], [-3.217875, -0.353611, -0.186763], [0.513659, 2.657105, -2.913636], [0.932316, -4.277269, 0.338948], [-4.476752, -0.618671, 0.394959], [1.942330, 1.660147, 2.529914], [-0.779379, 2.181056, 2.216135], [1.214654, 1.932327, -5.788829], [4.605837, 4.069159, 1.911385], [-1.147627, -0.892427, 2.792501], [-0.935127, -1.130519, -0.460365], [2.747048, 2.631904, 1.932223], [1.710286, 1.557245, -7.845146], [0.958530, -2.654505, 3.184136], [2.348142, 1.230432, 3.791620], [-2.702405, 3.910519, 3.222074], [2.182112, -1.165016, 2.269133], [-0.474671, 1.598569, 4.265148], [3.850930, -0.757555, -1.133423], [5.446829, 3.055795, 4.316679], [-3.469972, 4.561010, 3.613137], [3.524267, 1.679890, 4.390502], [0.986540, -0.189885, -6.868055], [0.733410, 1.375028, -4.634571], [1.065281, -0.820645, -7.740777], [0.351931, 0.024113, -4.496013], [-4.177507, 1.713324, -1.097029], [0.484916, 1.049159, 1.530129], [-0.319764, -3.009689, 3.585422], [3.859871, 1.210083, 5.589655], [3.737147, -2.052539, -0.685343], [1.474444, -0.438062, -1.109793], [-0.772654, -3.676725, -4.513713], [-5.386011, 1.423906, -0.522431], [0.744665, -5.284085, 0.680746], [3.050366, -4.522951, 0.244316], [-0.435558, -2.652482, -4.533699], [4.604856, -2.682120, -0.563710], [-0.156233, -0.557847, -3.303931], [3.902761, 3.121419, 2.525679], [-5.529042, 0.250399, 0.234980], [-1.490960, 3.010827, 1.354874], [-3.063874, 0.856318, -0.943608], [0.087186, -2.112615, -5.670715], [4.812889, -0.326135, -1.358008], [-1.934546, 1.179705, -1.464284], [-0.554634, -1.871708, -3.372674], [-0.252940, 0.398162, -1.452270], [0.135740, -0.527976, 2.400427], [1.341502, 1.127608, -6.928614], [-1.368795, -2.127094, 3.383262], [-7.050536, -0.106727, 0.957116], [4.323814, 2.625576, 3.756854], [-1.975086, -0.207700, 2.656798], [1.179013, -1.434156, 2.576068], [-4.039012, 2.598945, -1.698806], [-2.151183, 3.147793, 5.146447], [1.347457, -1.694534, -0.590505], [2.212224, -3.860966, 0.087093], [-2.403724, -2.176771, 0.551668], [-0.161201, -3.418505, 0.164067], [1.484089, 2.976143, -5.832259], [-0.497002, -3.963909, 4.059583]], "forces_ev_per_a": [[0.0128, -0.1368, 0.0662], [0.1123, -0.1078, -0.0338], [-0.2471, 0.1967, -0.1017], [0.2510, 0.2872, -0.1187], [-0.0177, -0.0422, 0.0075], [-0.1129, 0.1129, 0.0032], [0.0222, -0.1340, -0.0876], [-0.4244, 0.2452, -0.2480], [-0.0289, 0.0153, 0.0515], [0.5642, -0.9205, 0.1568], [0.0228, 0.2197, 0.2325], [0.4814, -0.0548, -0.0725], [-0.1180, -0.0313, 0.0057], [-0.1167, 0.1219, -0.0665], [-0.1044, 0.0726, 0.0369], [-0.0772, -0.0524, -0.0228], [-0.0588, 0.0612, -0.0538], [0.0276, -0.0647, 0.1001], [-0.1088, 0.0130, 0.0146], [0.1567, 0.1118, 0.1085], [-0.2743, 0.8890, -0.4485], [0.1462, -0.7246, -0.5949], [0.3158, 0.0045, -0.0890], [-0.2344, 0.2060, -0.0584], [0.1978, -0.1472, -0.3525], [0.1125, -0.1661, -0.2137], [-0.1777, 0.0799, 0.5433], [0.1427, -0.1069, 0.1992], [0.1042, 0.1508, 0.0254], [-1.2765, 0.0141, 0.2799], [0.1354, -0.0247, 0.1590], [0.0651, 0.0644, -0.1125], [0.0711, 0.0060, 0.0875], [0.0335, 0.1552, -0.0412], [-0.0437, -0.0144, -0.1321], [0.1029, 0.0180, 0.0044], [0.0772, -0.0652, 0.0795], [0.1931, -0.5373, 0.1904], [-0.2471, -0.0637, -0.0686], [-0.0210, 0.1040, 0.0283], [-0.0718, 0.0293, -0.0104], [0.0475, 0.2736, -0.1433], [0.1717, 0.6300, 0.2365], [0.0345, -0.0366, -0.1164], [0.0071, 0.0370, -0.3101], [0.2567, -0.1494, -0.1074], [-0.3712, 0.1569, 0.9286], [-0.0203, 0.0426, -0.0116], [0.0313, 0.1243, -0.1969], [-0.2730, 0.5220, -0.1645], [2.0762, -0.6487, 0.3136], [-0.0186, -0.1494, -0.0350], [0.2976, -0.1791, 0.0465], [0.0381, -0.0692, 0.0308], [0.0720, -0.0748, -0.0053], [0.0234, 0.0142, -0.3768], [0.1023, -0.0654, 0.0493], [-0.1322, 0.3463, 0.7627], [-0.2076, -0.0425, -0.0961], [0.3704, -0.2317, 0.0014], [0.1247, -0.1579, 0.0019], [-1.0333, -0.8191, 0.9979], [-0.1602, -0.1278, 0.2776], [0.0691, 0.0533, -0.0219], [1.1859, 0.1427, -0.5662], [-0.0092, 0.0423, 0.2101], [-1.2829, 0.9402, -1.0389], [0.0488, 0.0284, -0.2172], [-0.0105, -0.3517, -0.0942], [-0.0792, -0.0890, 0.0298], [-0.2314, -0.0374, 0.1163], [-0.2560, -0.1002, -0.1665], [-0.0142, 0.0538, 0.0387], [-0.0648, -0.0036, 0.0246], [-0.0033, 0.1001, -0.0050], [-0.0566, 0.0002, 0.1271], [-0.0796, -0.4831, 0.1951], [-0.2147, -0.1015, 0.0907], [0.0788, 0.0339, -0.0623], [-0.1083, 0.5539, -0.2717], [0.0102, 0.0867, 0.0136], [-0.0062, -0.0483, 0.0616]], "lowdin_charge": [0.117, 0.115, -0.138, 0.825, 0.084, -0.066, 0.117, -0.103, 0.087, -0.224, -0.160, -0.034, 0.111, -0.082, 0.122, 0.069, 0.109, -0.059, 0.116, 0.099, -0.114, 1.166, -0.047, -0.048, -0.288, -0.365, -0.137, 0.090, -0.100, -0.022, -0.577, 0.111, -0.075, -0.206, -0.063, 0.117, 0.105, -0.008, 0.152, 0.110, -0.122, -0.020, -0.510, 0.119, -0.226, 0.017, 1.106, -0.066, 0.142, 0.037, -0.038, 0.109, -0.065, 0.121, 0.124, -0.057, 0.129, -0.139, -0.252, -0.668, -0.100, -0.316, -0.023, 0.119, -0.224, -0.093, 0.494, -0.370, -0.065, -0.064, 0.700, -0.123, 0.110, -0.117, 0.128, 0.111, -0.161, -0.006, 0.132, 0.011, 0.098, 0.111], "homo_lumo_gap_ev": [6.66, 6.66], "total_energy_ev": -190318.029, "mol_weight_g_mol": 999.93, "spin_multiplicity": 2, "total_charge": 1, "max_force_ev_per_a": 2.198}